# 1
Here is a 7-piece molecular cluster, C26H39O14 overall in a non-equilibrium geometry from the OMol25 dataset. Energies are from ωB97M-V/def2-TZVPD.

## Properties
Largest force on an atom in eV Å⁻¹: 6.24
Kohn-Sham gap in Ha: 0.276
Net charge: -1
HOMO level in Eh: -0.1908

Element x y z (Å)
C1 -7.826 7.538 -11.031
C2 -11.328 10.826 -16.189
C3 -5.573 7.204 -10.626
C4 -11.390 8.236 -12.909
H1 -11.208 12.849 -13.916
H2 -7.908 7.794 -14.494
H3 -13.286 7.792 -13.791
H4 -9.183 15.018 -16.165
O1 -7.063 8.543 -17.157
H5 -7.730 9.435 -13.226
O2 -5.714 6.786 -11.846
H6 -10.755 10.578 -17.082
C5 -8.189 7.499 -18.735
C6 -8.294 14.444 -16.424
H7 -6.473 10.149 -10.581
C7 -10.284 7.234 -12.928
C8 -7.395 9.168 -16.119
H8 -7.187 7.092 -18.604
H9 -12.390 10.583 -16.203
C9 -12.243 7.821 -14.105
C10 -9.268 6.544 -19.400
C11 -8.364 8.563 -15.118
O3 -9.866 10.452 -13.091
C12 -7.089 6.856 -12.186
O4 -9.515 13.732 -18.420
H10 -6.411 10.577 -14.500
H11 -9.885 7.048 -11.930
H12 -6.131 8.711 -12.595
C13 -6.787 9.575 -12.698
O5 -11.325 7.503 -20.452
C14 -7.020 11.843 -11.878
H13 -7.237 7.596 -12.972
H14 -9.252 8.084 -15.531
C15 -7.695 12.046 -16.003
H15 -8.117 8.576 -11.190
O6 -6.738 10.224 -15.882
H16 -6.705 13.857 -15.078
O7 -8.560 12.268 -17.139
C16 -10.260 10.937 -14.149
H17 -7.659 5.950 -12.395
H18 -8.739 9.404 -14.535
C17 -6.072 10.634 -13.466
H19 -7.922 9.613 -19.308
H20 -8.269 13.328 -14.539
H21 -4.992 10.500 -13.542
O8 -10.567 4.802 -13.761
H22 -8.274 11.407 -15.335
C18 -10.987 12.320 -15.969
H23 -7.146 7.021 -9.050
H24 -6.638 8.602 -9.552
H25 -8.817 5.973 -20.211
H26 -7.555 15.107 -16.873
H27 -10.277 12.627 -16.737
H28 -8.180 10.220 -11.133
O9 -7.197 12.896 -11.240
C19 -10.171 7.564 -20.035
H29 -9.928 6.003 -18.721
H30 -9.448 12.742 -14.473
C20 -10.927 5.949 -13.652
O10 -4.409 7.281 -10.160
C21 -7.674 13.508 -15.435
C22 -7.139 10.389 -11.410
O11 -6.475 11.941 -13.055
H31 -7.613 8.396 -20.622
C23 -8.852 13.489 -17.393
C24 -8.202 8.653 -19.742
H32 -10.954 9.219 -13.085
H33 -12.278 8.520 -14.941
C25 -10.456 12.329 -14.509
H34 -9.513 7.483 -13.657
H35 -6.640 11.820 -16.160
H36 -12.060 8.157 -12.052
H37 -11.897 12.920 -16.001
H38 -8.509 7.751 -17.724
O12 -12.024 6.433 -14.353
O13 -10.816 10.095 -15.068
H39 -8.833 7.140 -10.910
O14 -9.590 8.752 -20.189
C26 -6.883 7.610 -9.929

# 2
Here is a 4-piece molecular cluster, C26H40BBr2ClN4O7 overall in a non-equilibrium geometry from the OMol25 dataset. Energies are from ωB97M-V/def2-TZVPD.

## Properties
Largest force on an atom in eV Å⁻¹: 4.84
Kohn-Sham gap in Ha: 0.295
HOMO level in Eh: -0.3206
SMILES: CB(O)c1c(CC=O)cc(CCCCl)c2c1C(=O)N([C@H](Br)[C@@H](C)Br)C2=O.CN(C)C=O.CN(C)C=O.CN(C)C=O

Element x y z (Å)
H1 1.408 -1.864 9.094
C1 -4.411 -0.150 -0.545
H2 1.668 -2.022 2.705
Br1 3.524 -1.152 -1.836
H3 2.055 -4.336 9.114
C2 1.067 0.713 -0.908
C3 -4.458 -1.641 -1.188
H4 1.247 5.059 -4.063
C4 -1.775 0.322 -0.908
H5 -1.666 0.983 4.373
C5 -1.248 -1.243 4.519
H6 -1.231 7.413 -5.250
C6 -1.296 0.258 2.292
C7 1.733 -3.350 6.127
O1 -2.412 3.920 -4.399
H7 3.717 -1.409 -6.482
Cl1 -2.827 -1.133 6.839
C8 2.896 -0.815 0.019
C9 1.200 -1.942 8.026
H8 3.844 -0.528 0.619
C10 -0.380 0.503 -0.279
C11 -2.791 -1.311 4.983
Br2 0.610 -2.814 0.077
B1 -1.918 0.352 -2.528
O2 -1.357 -0.766 -3.258
H9 3.522 -1.691 2.591
C12 1.518 0.806 -5.968
H10 2.316 1.487 -5.631
H11 3.175 -1.614 -4.791
H12 -3.312 -2.297 4.746
H13 -2.321 2.596 -2.727
C13 -2.730 0.067 1.660
C14 -2.648 1.616 -3.230
H14 0.090 -1.485 -5.762
C15 0.274 4.566 -4.094
H15 -0.956 -2.081 3.789
O3 0.412 1.217 -6.268
H16 2.803 -3.468 2.505
C16 -0.142 0.460 1.290
N1 1.946 0.304 0.175
C17 0.956 -1.507 -6.428
H17 3.481 -3.321 8.762
H18 0.102 0.536 4.087
N2 1.909 -0.500 -6.003
H19 0.063 7.323 -4.031
H20 -1.029 -0.395 -4.110
H21 -4.105 -2.566 -0.595
H22 -3.609 -0.118 2.382
C18 1.433 0.644 1.503
C19 -2.031 5.043 -4.673
C20 3.245 -0.914 -5.629
C21 2.686 -3.928 8.321
N3 -0.746 5.484 -4.567
O4 2.097 0.961 2.519
C22 -2.962 0.091 0.105
C23 2.668 -2.360 2.230
C24 -0.986 0.226 3.854
H23 -3.791 1.585 -3.176
H24 1.542 -1.036 7.518
H25 1.411 -2.499 -6.404
C25 -0.367 6.839 -4.912
O5 -4.831 -1.839 -2.380
H26 3.133 -4.750 7.761
H27 0.007 4.218 -3.094
H28 0.378 6.807 -5.712
H29 0.319 3.704 -4.765
H30 0.623 -1.280 -7.443
H31 -0.611 -1.304 5.472
H32 -5.157 -0.149 0.318
H33 -3.344 -0.417 4.517
H34 -4.648 0.579 -1.386
O6 1.248 1.190 -2.047
N4 1.877 -3.091 7.457
H35 -2.726 5.816 -5.040
C26 2.426 -2.232 0.619
H36 -2.290 1.677 -4.311
H37 2.287 -4.244 5.798
H38 3.151 -3.012 0.167
H39 3.852 -0.058 -5.331
H40 0.123 -2.046 7.869
O7 1.069 -2.687 5.350

# 3
Here is C26H40BClDyN4O6 as an isolated structure from the OMol25 dataset. Energies are from ωB97M-V/def2-TZVPD.

## Properties
Largest force on an atom in eV Å⁻¹: 0.92
Kohn-Sham gap (alpha / beta) in Ha: 0.268 / 0.263
Net charge: -1
HOMO level (alpha / beta) in Eh: -0.1788 / -0.1740
Multiplicity: 6

Element x y z (Å)
H1 -1.886 -6.799 -5.502
C1 -2.494 -1.771 -3.632
C2 0.896 5.915 2.240
Cl1 1.024 8.320 3.476
H2 3.516 1.958 -2.589
N1 2.946 0.990 -0.093
C3 -1.988 -1.585 2.402
C4 -1.834 -6.638 -2.808
H3 0.800 4.006 1.299
C5 -1.723 -5.785 -5.136
C6 -2.394 -5.591 -3.770
O1 -1.015 2.938 0.147
H4 4.187 3.220 0.889
H5 -0.751 -6.574 -2.725
H6 -0.719 3.281 3.292
C7 -3.900 -5.835 -3.910
H7 -4.351 -5.170 -4.643
C8 -1.638 3.976 0.587
H8 -1.295 -2.147 1.759
H9 5.255 1.787 -2.437
C9 -1.366 -3.904 -2.152
H10 -0.465 -0.549 3.551
H11 -3.277 -3.301 -4.883
H12 -0.923 -4.686 -1.557
H13 2.945 0.963 0.924
C10 -1.734 -1.540 -2.504
Dy1 -0.241 1.090 1.151
H14 -2.887 -3.428 3.203
H15 -2.021 0.273 3.488
O2 -1.418 -0.362 -1.902
C11 -2.140 -4.167 -3.285
H16 2.700 6.641 5.018
C12 2.439 2.489 2.918
H17 -3.101 -1.996 4.212
H18 4.216 0.357 -2.327
C13 -1.181 -2.587 -1.786
H19 -2.992 -0.594 0.727
C14 -1.302 -0.303 2.872
C15 -3.222 -1.265 1.560
H20 -2.254 -6.539 -1.809
H21 -2.129 2.384 3.285
H22 -2.124 -5.091 -5.871
O3 -1.862 5.002 -0.032
H23 -1.538 -2.800 4.153
C16 1.220 4.570 2.122
H24 -3.981 -0.765 2.168
C17 2.617 4.712 4.066
C18 -2.682 -3.098 -4.004
B1 -0.653 -0.670 -0.731
H25 5.310 3.459 -0.445
H26 -3.677 -2.160 1.133
H27 -4.085 -6.861 -4.235
C19 4.321 3.082 -0.183
H28 0.231 6.382 1.527
H29 3.599 3.709 -0.712
H30 -2.078 -7.635 -3.177
C20 2.293 6.049 4.210
O4 -0.500 -2.091 -0.718
H31 -0.651 -5.613 -5.064
O5 1.573 1.730 2.355
H32 -2.281 4.764 2.352
N2 -2.088 3.866 1.921
N3 -1.460 2.887 2.710
C21 4.200 1.595 -0.557
H33 3.303 4.228 4.746
H34 6.287 1.168 -0.170
H35 5.228 -0.246 -0.077
O6 3.535 2.124 3.327
C22 -2.401 -2.514 3.551
H36 1.457 1.303 -1.389
C23 5.308 0.815 0.154
H37 -4.411 -5.681 -2.962
H38 -2.926 -0.956 -4.193
C24 2.066 3.955 3.032
H39 1.850 2.667 -0.536
H40 5.231 0.944 1.233
N4 1.749 1.651 -0.479
C25 1.433 6.632 3.294
C26 4.302 1.411 -2.068

# 4
Here is C26H40BF4GaNP2 as an isolated structure in a non-equilibrium geometry from the OMol25 dataset. Energies are from ωB97M-V/def2-TZVPD.

## Properties
Largest force on an atom in eV Å⁻¹: 1.44
Kohn-Sham gap in Ha: 0.261
Net charge: +1
HOMO level in Eh: -0.3787

Element x y z (Å)
H1 3.141 -3.433 -2.556
H2 2.780 -1.858 -1.852
H3 -2.049 -1.428 -3.024
C1 -2.801 1.881 0.053
C2 -1.913 -2.201 -2.256
H4 -1.994 -4.378 -2.195
H5 -0.933 -6.221 2.497
H6 -3.205 4.379 1.167
H7 1.802 -1.484 -4.103
C3 1.418 3.511 4.973
C4 -2.176 -3.563 -2.889
H8 -0.328 -3.959 3.596
C5 -2.834 -1.920 -1.072
H9 -0.171 -1.564 3.251
C6 2.422 -2.885 -1.950
C7 0.685 0.586 1.845
H10 1.796 -0.741 3.112
F1 1.340 0.935 -2.684
H11 1.781 3.027 5.875
C8 0.106 -1.677 1.121
H12 -0.124 5.524 -0.597
H13 -0.297 -6.522 0.869
C9 1.657 1.194 3.985
H14 3.208 3.804 -0.917
H15 -0.200 -4.610 -0.600
H16 0.659 -3.923 -2.667
C10 -0.137 -3.951 0.255
H17 -3.866 -1.801 -1.392
C11 -0.154 -5.957 1.786
H18 0.470 3.994 5.205
C12 -0.198 -3.580 2.593
H19 2.585 2.173 -0.618
C13 2.479 3.231 -0.350
C14 -2.168 4.046 1.206
C15 1.411 0.261 2.998
C16 -0.083 -2.222 2.400
H20 -1.537 4.929 1.150
H21 -2.000 3.546 2.159
C17 0.386 1.962 1.661
H22 -2.793 -2.736 -0.352
H23 0.798 -6.253 2.226
Ga1 0.090 0.347 -0.981
P1 -0.162 -1.942 -1.644
C18 -1.893 3.108 0.035
H24 2.384 -3.344 -0.962
F2 0.574 2.551 -4.125
C19 0.659 2.892 2.662
C20 1.234 2.517 3.867
H25 0.409 3.932 2.502
H26 -1.562 -3.704 -3.775
P2 -0.135 2.496 0.028
C21 1.067 -2.903 -2.651
H27 0.233 -2.142 -4.523
B1 0.296 1.338 -3.669
H28 1.681 -3.140 -4.697
H29 0.921 3.634 -1.769
F3 0.138 0.337 -4.532
H30 -2.529 -0.998 -0.563
C22 -0.031 -2.577 0.035
H31 -3.219 -3.621 -3.199
H32 -2.570 1.229 0.899
H33 -2.044 3.640 -0.913
H34 1.603 5.790 -0.800
H35 -3.845 2.181 0.127
N1 0.294 -0.330 0.879
H36 2.703 3.340 0.711
F4 -0.861 1.372 -2.791
C23 -0.156 -4.483 1.530
C24 1.196 -2.386 -4.079
H37 2.124 4.291 4.692
C25 1.073 3.722 -0.681
H38 -2.684 1.325 -0.881
H39 2.200 0.893 4.869
C26 0.861 5.180 -0.288
H40 0.989 5.342 0.779

# 5
Here is a 4-piece molecular cluster, C26H40ClF13N2O11PS2 overall in a non-equilibrium geometry from the OMol25 dataset. Energies are from ωB97M-V/def2-TZVPD.

## Properties
Largest force on an atom in eV Å⁻¹: 3.72
Kohn-Sham gap in Ha: 0.362
Net charge: +1
HOMO level in Eh: -0.4524

Element x y z (Å)
C1 3.126 -4.865 1.221
C2 2.850 -1.391 3.569
H1 2.261 -0.589 3.135
O1 2.114 -3.977 -0.632
S1 4.813 -4.291 -1.996
O2 4.791 -1.738 -0.557
H2 6.029 -4.640 0.448
O3 6.280 -4.053 4.900
F1 -3.102 -3.644 2.423
H3 -1.039 6.941 -4.536
H4 -3.375 2.832 -2.827
N1 4.210 -3.313 2.900
H5 -1.968 8.039 -7.245
H6 -0.295 7.613 -6.844
H7 -4.982 0.705 0.878
F2 -5.444 4.931 -4.541
S2 7.003 -2.836 4.756
O4 5.818 -3.714 0.640
F3 -5.142 6.524 -3.129
C3 6.116 -1.478 5.504
F4 0.856 0.759 -3.803
C4 -1.472 0.693 -3.386
O5 -6.932 2.507 1.573
H8 2.926 -4.864 3.366
F5 -5.629 6.978 -5.182
H9 -5.097 2.439 -2.848
P1 4.669 -3.288 -0.358
C5 2.458 -2.519 1.310
F6 -6.165 4.999 1.273
F7 -0.196 -1.059 -4.308
N2 2.973 -3.591 0.400
F8 -0.428 0.716 -5.528
C6 1.074 -2.891 1.885
H10 -4.920 1.089 2.595
H11 3.380 -0.009 5.075
F9 -6.447 4.949 -0.861
H12 -1.414 8.625 -4.874
F10 -8.154 4.834 0.449
H13 -7.415 0.917 2.725
O6 7.380 -2.449 3.437
C7 4.606 -1.714 5.441
C8 -3.815 0.772 -3.292
C9 -1.899 -3.081 2.590
H14 6.445 -1.391 6.531
C10 2.030 -1.853 -2.018
H15 6.438 -0.569 5.017
O7 -2.769 5.182 -4.796
H16 0.263 -1.115 1.009
H17 4.236 -1.520 6.439
H18 1.246 -1.277 -2.480
C11 -3.440 6.168 -4.729
C12 -1.635 7.600 -5.165
C13 -4.141 2.246 -3.333
O8 -2.600 0.480 -4.022
H19 -3.730 0.406 -2.269
C14 -0.292 0.285 -4.282
H20 5.209 -3.241 2.775
H21 -4.594 0.194 -3.782
H22 1.150 -3.387 2.841
H23 0.127 -1.132 2.795
H24 2.317 -1.585 0.783
F11 -2.029 -1.846 0.645
H25 4.620 -0.174 3.902
C15 0.072 -1.718 1.890
C16 -6.910 1.082 1.777
H26 0.647 -3.625 1.212
C17 3.898 -0.742 4.469
C18 -6.788 2.918 0.325
H27 2.218 -2.018 4.182
H28 2.145 -5.307 1.235
C19 1.326 -2.949 -1.244
H29 -7.492 0.587 1.001
C20 -6.883 4.454 0.288
O9 -1.329 1.093 -2.268
C21 -1.326 -2.234 1.729
H30 4.477 -5.349 2.795
C22 -5.491 0.560 1.831
H31 -1.541 6.362 -6.931
H32 2.503 -1.167 -1.324
C23 -4.940 6.150 -4.396
F12 4.429 -1.314 1.869
H33 3.763 -5.509 0.629
C24 3.688 -4.630 2.628
Cl1 8.678 -2.981 5.898
C25 -1.341 7.390 -6.634
H34 5.698 -1.572 -0.856
H35 -4.190 2.599 -4.363
O10 -6.641 2.223 -0.634
O11 -3.036 7.415 -4.883
F13 -1.304 -3.463 3.726
H36 0.692 -3.489 -1.933
C26 3.488 -2.169 2.406
H37 4.385 -2.748 5.238
H38 -5.491 -0.505 2.065
H39 2.721 -2.207 -2.765
H40 0.621 -2.476 -0.568